Entry from the Open Molecules 2025 dataset: a structure of composition C28H56F2N2O27S2Zn at a distorted geometry (ωB97M-V/def2-TZVPD).

Geometry (Å):
Zn -9.638 28.985 15.401
S -7.785 27.904 12.941
S -7.160 30.254 13.606
F -7.650 31.460 14.471
F -8.861 26.876 13.494
O -10.890 30.542 14.487
O -3.487 34.164 17.954
O -7.280 30.754 12.277
O -5.854 29.970 14.085
O -8.452 36.453 10.301
O -3.403 26.773 14.780
O -10.717 29.370 17.170
O -7.488 34.466 12.531
O -4.742 32.312 18.219
O -11.102 27.755 14.552
O -8.701 27.212 16.263
O -12.049 32.449 14.726
O -11.549 25.646 15.000
O -3.519 32.970 19.863
O -6.539 27.322 13.242
O -9.025 22.980 15.092
O -11.896 26.411 12.955
O -8.825 26.480 18.384
O -2.739 28.581 15.748
O -8.058 23.990 16.860
O -1.642 27.876 13.907
O -7.749 36.485 7.440
O -8.819 30.368 16.783
O -8.236 28.089 11.609
O -9.702 22.451 17.069
O -11.311 31.960 12.772
O -6.908 27.096 17.618
N -8.253 29.153 13.980
N -9.108 31.742 8.336
C -9.786 30.144 17.567
C -8.203 29.334 8.704
C -1.782 29.584 16.010
C -3.486 25.889 13.681
C -12.420 32.069 16.044
C -10.428 31.240 11.908
C -10.242 26.323 18.218
C -2.508 33.808 20.411
C -11.355 31.566 14.030
C -8.713 30.681 8.492
C -8.194 23.764 14.232
C -8.179 36.423 6.102
C -5.113 32.327 16.838
C -6.000 27.354 16.513
C -8.850 23.220 16.390
C -11.862 27.496 12.013
C -3.880 33.231 18.604
C -8.106 34.279 11.273
C -9.790 22.697 18.471
C -11.493 26.673 14.187
C -11.818 24.338 14.510
C -9.913 30.864 18.872
C -2.492 27.756 14.729
C -7.928 37.538 9.595
C -7.683 35.263 10.216
C -8.298 37.575 8.122
C -7.698 35.727 13.113
C -8.177 26.950 17.334
H -10.575 25.615 18.975
H -12.893 24.156 14.445
H -1.522 33.481 20.084
H -6.180 28.333 16.077
H -7.812 37.295 5.547
H -6.627 35.519 10.417
H -5.540 33.285 16.549
H -2.687 34.850 20.157
H -10.747 31.405 10.883
H -9.194 34.291 11.426
H -3.449 24.863 14.044
H -13.066 31.194 16.065
H -7.741 35.521 5.677
H -9.391 37.609 8.028
H -10.051 31.934 18.746
H -9.268 36.356 6.020
H -6.833 37.596 9.692
H -9.923 21.736 18.965
H -7.415 35.653 14.169
H -10.692 23.280 18.661
H -7.043 36.504 12.706
H -8.756 36.009 13.091
H -10.827 27.787 11.833
H -9.048 28.702 8.976
H -11.553 31.889 16.678
H -7.486 29.315 9.523
H -1.567 29.572 17.077
H -2.129 30.554 15.666
H -5.015 27.315 16.960
H -10.723 27.289 18.327
H -7.709 28.929 7.824
H -9.036 30.694 19.498
H -6.114 26.561 15.780
H -8.895 23.175 18.857
H -7.871 38.512 7.721
H -11.350 24.164 13.546
H -8.333 38.450 10.043
H -8.613 23.660 13.236
H -9.398 31.568 12.023
H -10.462 30.169 12.115
H -12.936 32.922 16.481
H -12.443 28.330 12.399
H -2.585 33.686 21.489
H -10.469 25.849 17.264
H -4.262 32.081 16.204
H -2.674 26.008 12.964
H -12.283 27.097 11.097
H -0.833 29.373 15.511
H -10.763 30.439 19.406
H -4.428 26.077 13.169
H -7.163 23.415 14.253
H -8.231 24.814 14.520
H -5.878 31.564 16.722
H -11.438 23.624 15.238
H -7.678 34.834 9.212
H -7.808 33.294 10.910

## Properties
**E_HOMO**: -8.945 eV
**Max |F|**: 3.5 eV Å⁻¹